[1]
This record from OMol25 describes a molecular structure, C23H50NNiO6P2Si at a distorted geometry. The level of theory is the ωB97M-V functional and the def2-TZVPD basis.

Each line ends with the Mulliken charge.
Geometry (Å):
Ni (0.00, 0.00, 0.00)  0.449
P (2.04, -1.02, 0.27)  0.741
C (2.35, -1.49, -1.54)  -1.336
C (1.05, -1.79, -2.28)  0.576
N (-0.08, -1.23, -1.77)  0.185
C (-1.26, -1.45, -2.41)  0.646
C (-1.35, -2.23, -3.57)  -0.926
C (-0.18, -2.79, -4.09)  -0.406
C (1.04, -2.57, -3.44)  -0.915
C (-2.50, -0.84, -1.77)  -1.373
P (-2.08, 0.66, -0.70)  0.698
H (1.96, -2.99, -3.83)  0.519
H (-2.30, -2.39, -4.05)  0.519
H (-0.21, -3.39, -4.98)  0.434
H (-3.23, -0.56, -2.53)  0.540
H (-2.96, -1.60, -1.14)  0.396
H (2.81, -0.66, -2.02)  0.538
H (3.04, -2.33, -1.60)  0.560
H (1.77, 3.82, -2.40)  0.318
O (2.61, 3.69, -3.00)  -0.642
H (2.36, 4.02, -3.90)  0.328
H (-1.55, 4.87, -0.34)  0.294
O (-1.17, 5.67, -0.82)  -0.617
H (-1.61, 6.47, -0.42)  0.331
C (-2.30, 2.05, -1.95)  -1.204
H (-3.28, 2.00, -2.42)  0.402
H (-2.20, 3.02, -1.46)  0.188
H (-1.54, 1.98, -2.73)  0.409
C (-3.64, 0.83, 0.34)  -0.943
H (-3.60, 1.74, 0.93)  0.099
H (-4.52, 0.87, -0.30)  0.617
H (-3.73, -0.02, 1.01)  0.308
C (2.11, -2.70, 1.10)  -1.189
H (3.03, -3.22, 0.84)  0.502
H (2.07, -2.58, 2.19)  0.189
H (1.27, -3.31, 0.78)  0.395
C (3.70, -0.25, 0.72)  -1.231
H (3.73, -0.02, 1.79)  0.335
H (4.51, -0.93, 0.49)  0.424
H (3.85, 0.67, 0.16)  0.408
C (1.70, -1.35, 4.39)  -1.728
C (0.17, -1.30, 4.23)  2.112
C (-0.39, -2.24, 3.15)  -0.977
C (-0.46, -1.70, 5.58)  -1.645
O (-0.16, -0.11, 3.94)  1.348
Si (-0.33, 1.17, 2.99)  -1.801
O (0.02, 0.90, 1.42)  -0.109
O (-1.84, 1.66, 3.26)  0.193
C (-2.77, 1.72, 4.14)  1.505
C (-3.66, 0.47, 4.06)  -1.273
C (-2.18, 1.81, 5.56)  -1.214
C (-3.62, 2.98, 3.89)  -1.498
O (0.68, 2.28, 3.52)  -0.554
C (1.18, 3.45, 3.44)  2.064
C (0.96, 4.02, 2.02)  -1.361
C (0.53, 4.36, 4.48)  -1.509
C (2.69, 3.34, 3.71)  -1.632
H (2.04, -2.39, 4.59)  0.439
H (2.02, -0.71, 5.24)  0.373
H (2.20, -0.94, 3.49)  0.127
H (-0.07, -3.29, 3.33)  0.509
H (-1.51, -2.21, 3.15)  0.278
H (-0.09, -1.91, 2.14)  -0.346
H (-0.11, -1.03, 6.39)  0.344
H (-1.57, -1.65, 5.54)  0.258
H (-0.17, -2.75, 5.85)  0.446
H (-3.06, -0.45, 4.19)  0.043
H (-4.44, 0.49, 4.85)  0.491
H (-4.18, 0.41, 3.09)  0.186
H (-1.53, 2.70, 5.67)  0.180
H (-2.98, 1.87, 6.32)  0.517
H (-1.57, 0.91, 5.80)  0.029
H (-2.99, 3.89, 3.96)  0.244
H (-4.09, 2.94, 2.88)  0.246
H (-4.44, 3.05, 4.64)  0.380
H (-0.13, 4.10, 1.80)  0.200
H (1.40, 5.04, 1.94)  0.495
H (1.43, 3.37, 1.26)  0.149
H (0.68, 3.96, 5.50)  0.332
H (0.96, 5.39, 4.44)  0.488
H (-0.57, 4.44, 4.29)  0.110
H (2.88, 2.93, 4.72)  0.348
H (3.18, 2.67, 2.97)  0.235
H (3.17, 4.34, 3.65)  0.414

## Properties
Orbital gap (alpha / beta), eV: 8.10 / 7.85
LUMO level (alpha / beta), eV: -2.974 / -3.640
E_HOMO (alpha / beta), eV: -11.07 / -11.49
Largest force on an atom, eV/Å: 6.6
Spin multiplicity: 3
DFT total energy, eV: -105935.241
Energy relative to the best compared isomer or geometry (same formula, charge and spin), kJ/mol: 0.0
Net charge: +1

***

[2]
This record from OMol25 describes 2 unconnected molecules or ions with the total composition C9H9N3O2 at a distorted geometry. The level of theory is the ωB97M-V functional and the def2-TZVPD basis.

Each line ends with the natural charge from an NBO analysis.
Geometry (Å):
O (2.10, 3.48, 3.83)  -0.564
C (1.88, 2.74, 2.89)  0.626
C (2.65, 2.44, 1.80)  -0.419
C (2.30, 1.14, 1.30)  0.118
N (1.04, 0.54, 1.38)  -0.624
C (-0.04, 1.11, 2.11)  0.788
O (-1.11, 0.53, 2.18)  -0.585
N (0.49, 2.17, 2.80)  -0.664
H (3.84, 2.55, 1.68)  0.250
H (3.18, 0.65, 0.72)  0.228
H (1.00, -0.15, 0.63)  0.427
H (-0.15, 2.52, 3.44)  0.418
C (-0.46, -2.64, -3.91)  -0.161
C (-1.55, -2.01, -4.46)  -0.285
C (-2.70, -1.95, -3.66)  0.040
N (-2.81, -2.04, -2.33)  -0.388
C (-1.69, -2.73, -1.89)  0.026
C (-0.51, -3.07, -2.59)  -0.294
H (0.44, -2.80, -4.63)  0.221
H (-1.69, -1.82, -5.54)  0.230
H (-3.63, -1.58, -3.99)  0.189
H (-1.59, -2.77, -0.77)  0.193
H (0.34, -3.57, -2.11)  0.229

## Properties
Orbital gap, eV: 9.81
LUMO level, eV: 0.149
SMILES string: O=c1cc[nH]c(=O)[nH]1.c1ccncc1
E_HOMO, eV: -9.66
Largest force on an atom, eV/Å: 7.2
DFT total energy, eV: -18042.403
Energy relative to the best compared isomer or geometry (same formula, charge and spin), kJ/mol: 323.3

***

[3]
This record from OMol25 describes a single C5H14N2Si molecule at a distorted geometry. The level of theory is the ωB97M-V functional and the def2-TZVPD basis.

Each line ends with the natural charge from an NBO analysis.
Geometry (Å):
C (3.50, -1.08, 0.18)  -0.611
C (2.50, 0.15, -0.03)  -0.451
C (1.03, -0.15, 0.06)  -0.211
C (0.11, 0.76, -0.31)  -0.596
Si (-1.87, 0.25, -0.21)  1.880
C (-2.02, -0.40, 1.58)  -1.118
N (-1.89, -0.60, -1.68)  -1.302
N (-2.87, 1.58, -0.08)  -1.294
H (3.42, -1.50, 1.21)  0.206
H (4.59, -0.69, 0.07)  0.207
H (3.35, -1.85, -0.63)  0.206
H (2.65, 0.92, 0.80)  0.215
H (2.60, 0.45, -1.05)  0.214
H (0.61, -0.95, 0.69)  0.188
H (0.27, 1.73, -0.69)  0.189
H (-2.41, -1.43, 1.47)  0.230
H (-1.06, -0.49, 1.98)  0.230
H (-2.63, 0.24, 2.27)  0.242
H (-2.62, -1.22, -1.99)  0.389
H (-1.06, -1.00, -2.11)  0.414
H (-2.99, 2.28, -0.85)  0.394
H (-2.53, 2.07, 0.68)  0.380

## Properties
Orbital gap, eV: 9.42
LUMO level, eV: 0.785
SMILES string: CC/C=C/[Si](C)(N)N
E_HOMO, eV: -8.63
Largest force on an atom, eV/Å: 4.6
DFT total energy, eV: -16270.160
Energy relative to the best compared isomer or geometry (same formula, charge and spin), kJ/mol: 0.0

***

[4]
This record from OMol25 describes a molecular structure, CH3Cl2OP at a distorted geometry. The level of theory is the ωB97M-V functional and the def2-TZVPD basis.

Each line ends with the natural charge from an NBO analysis.
Geometry (Å):
C (-0.20, 0.06, -0.06)  -0.182
O (-1.47, 0.26, 0.47)  -0.753
P (-2.38, 0.46, 1.76)  1.010
Cl (0.46, -2.90, -0.11)  -0.454
Cl (-4.27, 0.29, 1.14)  -0.259
H (-0.02, -1.25, 0.05)  0.241
H (0.54, 0.34, 0.67)  0.199
H (-0.19, 0.34, -1.01)  0.198

## Properties
Orbital gap (alpha / beta), eV: 5.32 / 7.72
LUMO level (alpha / beta), eV: -2.894 / -1.762
E_HOMO (alpha / beta), eV: -8.22 / -9.48
Largest force on an atom, eV/Å: 6.5
DFT total energy, eV: -37464.336
Energy relative to the best compared isomer or geometry (same formula, charge and spin), kJ/mol: 454.8

***

[5]
This record from OMol25 describes a molecular structure, C24H34AsNO8P2PdSi at a distorted geometry. The level of theory is the ωB97M-V functional and the def2-TZVPD basis.

Each line ends with the Mulliken charge.
Geometry (Å):
Pd (1.64, -0.29, -1.00)  0.232
O (5.63, 0.14, -2.40)  -0.580
P (4.14, -0.28, -2.86)  0.890
O (4.14, -0.49, -4.32)  -0.816
O (3.55, -1.31, -1.93)  -0.605
O (3.30, 1.10, -2.49)  -0.203
P (3.42, 1.90, -1.07)  0.614
O (2.04, 2.74, -1.15)  -0.364
O (4.64, 2.74, -1.06)  -0.872
O (3.22, 0.87, 0.02)  -0.530
H (5.63, 0.82, -1.70)  0.348
H (1.66, 2.76, -2.04)  0.312
C (-3.84, -3.05, -0.71)  -1.296
As (-2.27, -2.11, 0.05)  0.693
C (-0.96, -3.46, -0.45)  -1.067
C (-2.55, -2.77, 1.89)  -1.335
O (0.53, -0.71, 0.78)  -0.814
H (-3.91, -4.07, -0.35)  0.358
H (-3.74, -3.06, -1.80)  0.300
H (-4.76, -2.51, -0.46)  0.387
H (-1.16, -4.39, 0.09)  0.560
H (0.03, -3.08, -0.20)  0.122
H (-1.02, -3.63, -1.52)  0.295
H (-2.73, -3.85, 1.87)  0.482
H (-3.39, -2.26, 2.36)  0.353
H (-1.65, -2.56, 2.48)  0.309
C (-0.88, 2.11, -4.10)  -1.075
N (-0.59, 2.00, -2.69)  0.832
C (-1.02, 3.18, -1.97)  -1.113
C (-1.21, 0.81, -2.09)  -0.080
C (-0.77, -0.49, -2.69)  0.424
C (-1.56, -1.09, -3.67)  -0.343
C (-1.17, -2.26, -4.30)  -0.633
C (0.05, -2.83, -3.96)  -0.640
C (0.84, -2.25, -2.98)  0.123
C (0.44, -1.09, -2.31)  0.563
H (-0.40, 3.00, -4.50)  0.363
H (-1.97, 2.19, -4.30)  0.322
H (-0.50, 1.24, -4.63)  0.221
H (-0.53, 4.07, -2.39)  0.398
H (-0.73, 3.10, -0.92)  0.118
H (-2.11, 3.33, -2.03)  0.402
H (-2.32, 0.89, -2.17)  0.380
H (-0.98, 0.82, -1.02)  -1.107
H (-2.51, -0.62, -3.93)  0.349
H (-1.81, -2.72, -5.05)  0.340
H (0.39, -3.73, -4.46)  0.326
H (1.80, -2.68, -2.72)  0.475
C (-2.77, -0.64, 5.21)  -0.360
C (-1.43, -1.02, 5.24)  -0.572
C (-0.58, -0.65, 4.20)  -0.349
C (-1.05, 0.08, 3.10)  0.292
C (-2.39, 0.44, 3.10)  0.098
C (-3.25, 0.09, 4.14)  -0.663
Si (0.10, 0.55, 1.66)  -0.011
C (1.49, 1.50, 2.51)  0.516
C (2.65, 0.86, 2.94)  -0.172
C (3.62, 1.54, 3.66)  -0.635
C (3.46, 2.89, 3.94)  -0.376
C (2.32, 3.55, 3.50)  -0.569
C (1.35, 2.86, 2.80)  -0.455
H (-3.43, -0.93, 6.02)  0.348
H (-1.04, -1.59, 6.08)  0.365
H (0.46, -0.94, 4.24)  0.340
H (-2.78, 1.01, 2.26)  0.237
H (-4.29, 0.39, 4.10)  0.350
H (-0.73, 1.59, 0.96)  -0.412
H (2.80, -0.18, 2.67)  0.329
H (4.52, 1.02, 3.96)  0.347
H (4.23, 3.43, 4.48)  0.337
H (2.20, 4.61, 3.70)  0.341
H (0.47, 3.39, 2.44)  0.253

## Properties
Orbital gap, eV: 7.21
LUMO level, eV: 4.435
E_HOMO, eV: -2.77
Largest force on an atom, eV/Å: 1.0
DFT total energy, eV: -134093.529
Energy relative to the best compared isomer or geometry (same formula, charge and spin), kJ/mol: 84.5
Net charge: -2

***

[6]
This record from OMol25 describes a molecular structure, C41H37ClF3N6OPPrS2. The level of theory is the ωB97M-V functional and the def2-TZVPD basis.

Each line ends with the Mulliken charge.
Geometry (Å):
Pr (0.67, 0.01, 0.06)  0.193
Cl (-0.40, -1.00, 7.12)  -0.214
C (-0.58, -1.00, 5.39)  0.107
C (-0.87, -2.19, 4.72)  -0.567
C (-0.99, -2.20, 3.35)  -0.662
C (-0.80, -1.04, 2.59)  0.355
O (-0.81, -1.11, 1.28)  -0.686
C (-0.57, 0.18, 3.28)  0.905
C (-0.56, 1.47, 2.63)  -0.007
N (-0.64, 1.66, 1.36)  0.227
C (-0.87, 2.94, 0.82)  0.598
C (-1.43, 3.98, 1.52)  -0.571
C (-1.67, 5.23, 0.91)  -1.094
C (-1.39, 5.42, -0.41)  -0.907
C (-0.85, 4.36, -1.17)  0.925
C (-0.58, 4.50, -2.55)  -0.823
C (-0.10, 3.43, -3.26)  -1.528
C (0.12, 2.23, -2.58)  -0.193
N (-0.10, 2.06, -1.29)  0.618
C (-0.59, 3.12, -0.57)  0.109
C (-0.46, 0.16, 4.69)  -1.243
H (-0.99, -3.11, 5.29)  0.455
H (-1.21, -3.12, 2.82)  0.504
H (-0.49, 2.32, 3.31)  0.285
H (-1.72, 3.83, 2.55)  0.508
H (-2.11, 6.02, 1.50)  0.403
H (-1.59, 6.38, -0.89)  0.429
H (-0.77, 5.45, -3.04)  0.435
H (0.11, 3.50, -4.32)  0.459
H (0.48, 1.36, -3.12)  0.822
H (-0.28, 1.09, 5.21)  0.438
S (2.51, -1.25, 1.78)  -0.676
P (3.44, 0.53, 1.86)  1.851
S (2.66, 1.98, 0.71)  -0.650
C (3.47, 1.10, 3.58)  0.464
C (4.06, 2.34, 3.86)  -0.648
C (4.10, 2.80, 5.16)  -0.697
C (3.55, 2.04, 6.19)  -0.525
C (2.96, 0.81, 5.91)  -0.612
C (2.93, 0.34, 4.61)  -0.233
C (5.17, 0.26, 1.42)  0.405
C (5.71, 0.78, 0.25)  -0.327
C (7.03, 0.49, -0.10)  -0.689
C (7.80, -0.31, 0.73)  -0.545
C (7.26, -0.83, 1.90)  -0.681
C (5.95, -0.55, 2.25)  -0.583
H (4.48, 2.93, 3.05)  0.412
H (4.55, 3.76, 5.38)  0.419
H (3.57, 2.41, 7.21)  0.413
H (2.54, 0.22, 6.71)  0.434
H (2.47, -0.62, 4.38)  0.356
H (5.10, 1.42, -0.38)  0.333
H (7.45, 0.91, -1.00)  0.468
H (8.83, -0.53, 0.46)  0.401
H (7.87, -1.45, 2.55)  0.418
H (5.53, -0.96, 3.16)  0.374
F (6.71, -0.37, -4.59)  -0.236
C (5.53, -0.90, -4.92)  0.656
F (5.73, -2.19, -5.21)  -0.278
F (5.12, -0.29, -6.04)  -0.255
C (4.52, -0.71, -3.81)  0.393
C (4.09, -1.77, -3.05)  -1.072
C (3.17, -1.53, -2.05)  -0.336
N (2.69, -0.31, -1.78)  0.904
C (3.15, 0.71, -2.51)  -0.528
C (4.05, 0.56, -3.54)  -1.439
H (4.46, -2.77, -3.23)  0.538
H (2.80, -2.33, -1.42)  0.411
H (2.79, 1.70, -2.22)  0.778
H (4.39, 1.42, -4.10)  0.523
C (1.10, -5.30, -1.38)  -0.614
C (1.13, -4.47, -0.12)  -0.684
N (0.76, -3.09, -0.45)  1.016
C (-0.14, -2.77, -1.45)  0.271
N (-0.42, -1.50, -1.59)  0.358
C (-1.52, -1.17, -2.49)  -0.804
C (-1.50, -2.03, -3.73)  -0.693
C (-1.55, -3.48, -3.32)  -0.734
N (-0.60, -3.76, -2.24)  0.221
C (-0.27, -5.17, -2.02)  -0.683
H (1.31, -6.34, -1.15)  0.389
H (1.86, -4.95, -2.08)  0.222
H (2.12, -4.46, 0.34)  0.369
H (0.43, -4.89, 0.61)  0.389
H (0.61, -2.53, 0.38)  -0.852
H (-1.45, -0.11, -2.75)  0.219
H (-2.48, -1.29, -1.96)  0.310
H (-0.58, -1.83, -4.29)  0.226
H (-2.34, -1.80, -4.38)  0.424
H (-1.30, -4.13, -4.16)  0.450
H (-2.56, -3.75, -3.00)  0.300
H (-0.29, -5.67, -2.99)  0.424
H (-1.03, -5.65, -1.39)  0.251

## Properties
Orbital gap (alpha / beta), eV: 7.09 / 7.10
LUMO level (alpha / beta), eV: -3.094 / -3.089
E_HOMO (alpha / beta), eV: -10.18 / -10.18
Largest force on an atom, eV/Å: 0.7
Spin multiplicity: 3
DFT total energy, eV: -119811.962
Net charge: +1